--- a ---
21
Properties=species:S:1:pos:R:3 method="wB97M-V/def2-TZVPD" homo_lumo_gap_ev=9.141 multiplicity=1 e_lumo_ha=0.02686 total_charge=0 e_homo_ev=-8.411
C -0.4918 1.6226 0.7616
C 0.9633 1.5303 0.5088
C 1.2354 0.5427 -0.8744
C 2.7095 0.2512 -1.0166
O 0.5065 0.7462 -1.8250
H -0.9462 0.5514 0.6235
H -1.0096 2.1965 -0.0044
H -0.7457 1.9265 1.7754
H 1.5116 1.0578 1.3184
H 1.4172 2.4696 0.1970
H 2.8928 -0.2649 -1.9570
H 3.0344 -0.3711 -0.1876
H 3.2706 1.1841 -1.0220
C -2.7005 -2.0494 0.5689
O -1.2980 -1.9262 0.7616
C -0.6364 -1.1508 -0.1009
O 0.6057 -1.1112 -0.0509
H -3.2165 -1.1899 1.0040
H -2.9498 -2.1141 -0.4933
H -3.0149 -2.9607 1.0733
H -1.1374 -0.9406 -1.0604



--- b ---
21
Properties=species:S:1:pos:R:3 method="wB97M-V/def2-TZVPD" homo_lumo_gap_ev=7.638 multiplicity=1 e_lumo_ha=0.02222 total_charge=0 e_homo_ev=-7.034
C -0.0249 0.8703 0.2881
C -0.0946 -0.2923 -0.6327
C 0.9473 -1.3622 -0.6365
C -1.0283 -1.3027 -0.1393
C 0.2467 2.2311 -0.2509
C 1.8230 -1.7194 0.5236
O -2.0172 0.5703 0.5482
O -2.5940 1.1278 -0.6672
O 0.3684 0.6083 1.5400
H -3.4039 0.6001 -0.7282
H 0.4004 1.4268 2.0552
H -0.3631 0.0631 -1.6247
H 1.3294 -1.6413 -1.6118
H -1.6793 -1.8025 -0.8424
H -1.0009 -1.6469 0.8846
H 0.6070 2.1985 -1.2808
H 0.9811 2.7882 0.3391
H -0.7049 2.7753 -0.2631
H 1.2779 -1.7610 1.4687
H 2.6646 -1.0239 0.6651
H 2.2653 -2.7076 0.3653



--- c ---
21
Properties=species:S:1:pos:R:3 method="wB97M-V/def2-TZVPD" homo_lumo_gap_ev=10.142 multiplicity=1 e_lumo_ha=0.02960 total_charge=0 e_homo_ev=-9.336
C 2.6625 -0.5426 -0.0275
C 1.2928 -0.2747 -0.5553
C 0.3427 0.4504 0.0286
C 0.4368 1.1218 1.3672
C -0.9591 0.6809 -0.6927
O -0.8876 0.3612 -2.0308
O -1.4209 1.9582 -0.4822
O -2.0680 -0.2402 -0.2210
C -1.7303 -1.4975 0.3192
H 3.4047 -0.2113 -0.7537
H 2.8517 -0.0390 0.9151
H 2.8034 -1.6154 0.1097
H 1.0824 -0.7031 -1.5263
H 0.8060 2.1409 1.2477
H -0.5520 1.1832 1.8190
H 1.1103 0.5869 2.0327
H -1.8460 0.1589 -2.2329
H -2.3643 1.9781 -0.6979
H -1.2440 -1.3992 1.2947
H -2.6628 -2.0502 0.4357
H -1.0583 -2.0475 -0.3491



Most stable structure - c; separation to the second - 0.0437 hartree.